{"formula": "C5H13NOS", "method": "ωB97M-V with the def2-TZVPD basis set", "species": ["C", "N", "C", "O", "C", "C", "C", "S", "H", "H", "H", "H", "H", "H", "H", "H", "H", "H", "H", "H", "H"], "xyz": [[0.607, 0.434, -0.992], [-0.269, 1.556, -0.599], [0.249, 2.664, 0.281], [1.264, 3.379, -0.560], [0.069, -1.089, -1.089], [0.175, -1.729, 0.291], [-1.176, -2.247, 0.777], [-1.104, -2.569, 2.721], [0.843, 0.633, -2.063], [1.512, 0.484, -0.315], [-0.503, 1.939, -1.584], [-0.673, 3.198, 0.524], [0.726, 2.315, 1.139], [0.931, 4.183, -0.938], [-1.206, -1.164, -1.480], [0.736, -1.451, -1.801], [0.950, -2.588, 0.406], [0.449, -0.994, 1.104], [-1.994, -1.484, 0.403], [-1.508, -3.482, 0.571], [-0.078, -1.987, 3.204]], "spin_multiplicity": 1, "e_tot_ev": -19765.001, "gap_ev": 9.7, "e_above_lowest_kj_mol": 395.70, "smiles": "OCNCCCCS", "e_homo_ev": -8.853}

{"formula": "C5H13NOSi", "method": "ωB97M-V with the def2-TZVPD basis set", "species": ["C", "C", "C", "C", "C", "N", "O", "Si", "H", "H", "H", "H", "H", "H", "H", "H", "H", "H", "H", "H", "H"], "xyz": [[-1.214, -0.648, -0.394], [-0.337, 0.235, 1.713], [-0.683, 1.859, -0.279], [1.102, 0.171, -0.351], [-0.287, 0.411, 0.149], [1.951, 1.158, 0.168], [2.766, 1.573, -0.579], [2.112, -1.433, -0.105], [-1.156, -0.630, -1.490], [-2.193, -0.530, 0.108], [-0.728, -1.604, -0.172], [0.115, -0.725, 2.034], [0.162, 1.100, 2.143], [-1.401, 0.560, 1.988], [-0.104, 2.509, 0.272], [-1.826, 1.995, -0.028], [-0.519, 2.065, -1.301], [1.130, 0.166, -1.626], [3.704, -1.306, -0.183], [2.071, -2.027, 1.221], [1.855, -2.334, -1.252]], "spin_multiplicity": 1, "e_tot_ev": -16806.912, "gap_ev": 9.1, "e_above_lowest_kj_mol": 540.99, "smiles": "CC(C)(C)[C@H]([SiH3])N=O", "e_homo_ev": -9.019}

{"formula": "C5H13NP", "method": "ωB97M-V with the def2-TZVPD basis set", "species": ["C", "C", "C", "C", "C", "N", "P", "H", "H", "H", "H", "H", "H", "H", "H", "H", "H", "H", "H", "H"], "xyz": [[-1.256, -0.131, -0.328], [-1.794, 1.268, 0.027], [-1.233, 0.952, -1.257], [0.582, -1.945, 1.676], [2.065, 0.235, 0.150], [-0.928, 1.468, -2.387], [0.443, -0.618, 0.430], [2.796, -0.586, -0.085], [-1.741, -1.108, -0.269], [-2.854, 1.293, 0.217], [-1.187, 1.744, 0.822], [1.163, -2.747, 1.155], [-0.447, -2.159, 1.993], [0.944, -1.583, 2.677], [1.884, 0.973, -0.646], [2.495, 0.751, 0.912], [-0.955, 2.402, -2.439], [-0.629, 0.857, -3.229], [0.379, -1.573, -0.869], [0.274, 0.506, 1.450]], "spin_multiplicity": 1, "e_tot_ev": -16163.594, "gap_ev": 8.0, "charge": 1, "e_above_lowest_kj_mol": 388.73, "smiles": "C[PH2](C)[C@H]1CC1=[NH2+]", "e_homo_ev": -12.560}

{"formula": "C5H13NPS2", "method": "ωB97M-V with the def2-TZVPD basis set", "species": ["S", "P", "C", "S", "C", "C", "C", "C", "N", "H", "H", "H", "H", "H", "H", "H", "H", "H", "H", "H", "H", "H"], "xyz": [[1.284, 0.984, 2.642], [2.046, 0.158, 1.081], [0.964, 0.025, -0.452], [2.152, 0.126, -1.812], [0.137, -1.267, -0.477], [-1.084, -1.269, 0.442], [-1.975, -0.063, 0.173], [-1.222, 1.240, 0.329], [0.039, 1.245, -0.517], [2.460, -1.181, 1.145], [3.172, 0.792, 0.529], [1.392, -0.528, -2.706], [0.816, -2.081, -0.220], [-0.185, -1.457, -1.506], [-0.785, -1.309, 1.492], [-1.648, -2.178, 0.230], [-2.419, -0.137, -0.824], [-2.802, -0.034, 0.884], [-1.806, 2.095, -0.008], [-0.899, 1.407, 1.355], [-0.225, 1.357, -1.499], [0.588, 2.076, -0.279]], "spin_multiplicity": 1, "e_tot_ev": -37838.928, "gap_ev": 9.7, "charge": 1, "e_above_lowest_kj_mol": 0.00, "smiles": "S=[PH2][C@@]1(S)CCCC[NH2+]1", "e_homo_ev": -12.970}

{"formula": "C5H13NS", "method": "ωB97M-V with the def2-TZVPD basis set", "species": ["C", "N", "C", "C", "S", "C", "C", "H", "H", "H", "H", "H", "H", "H", "H", "H", "H", "H", "H", "H"], "xyz": [[-1.711, 2.547, 2.150], [-0.786, -0.455, 1.684], [-1.433, -1.301, 1.044], [2.589, -0.880, -4.139], [1.092, -1.785, -3.788], [-1.233, 1.589, 3.262], [0.263, 1.734, 3.553], [-1.893, 3.554, 2.616], [-2.661, 2.255, 1.668], [-0.906, 2.633, 1.391], [-1.821, -2.258, 1.435], [-1.658, -1.299, -0.077], [2.489, -0.066, -4.842], [2.868, -0.562, -3.151], [1.713, -2.966, -3.976], [-1.359, 0.576, 2.810], [-1.817, 1.949, 4.116], [0.700, 2.614, 4.003], [0.684, 0.814, 4.023], [0.813, 1.696, 2.583]], "spin_multiplicity": 1, "e_tot_ev": -17711.861, "gap_ev": 2.3, "e_above_lowest_kj_mol": 905.98, "e_homo_ev": -6.566}

{"formula": "C5H13NS", "method": "ωB97M-V with the def2-TZVPD basis set", "species": ["C", "N", "C", "C", "S", "C", "C", "H", "H", "H", "H", "H", "H", "H", "H", "H", "H", "H", "H", "H"], "xyz": [[-1.225, -1.278, -0.359], [-0.690, 0.050, -0.277], [0.357, 0.409, 0.717], [0.030, 1.873, 1.121], [0.729, 2.767, 2.402], [1.718, 0.274, 0.117], [-1.269, -1.959, -1.768], [-0.606, -2.019, 0.155], [-2.199, -1.360, 0.231], [-0.570, 0.626, -1.070], [0.366, -0.247, 1.590], [0.074, 2.457, 0.203], [-1.017, 1.789, 1.426], [2.058, 2.302, 2.308], [2.008, -0.726, 0.248], [1.656, 0.447, -0.950], [2.411, 0.912, 0.619], [-0.283, -2.042, -2.170], [-1.742, -3.021, -2.041], [-1.804, -1.256, -2.501]], "spin_multiplicity": 1, "e_tot_ev": -17719.658, "gap_ev": 9.4, "e_above_lowest_kj_mol": 153.70, "smiles": "CCN[C@@H](C)CS", "e_homo_ev": -8.487}

{"formula": "C5H13NS", "method": "ωB97M-V with the def2-TZVPD basis set", "species": ["C", "N", "C", "C", "C", "S", "C", "H", "H", "H", "H", "H", "H", "H", "H", "H", "H", "H", "H", "H"], "xyz": [[-1.335, -1.574, -1.374], [-0.673, -0.403, -0.857], [0.269, -0.566, 0.237], [0.607, 0.804, 0.800], [1.140, 1.810, -0.236], [0.744, 3.490, 0.293], [-0.232, -1.483, 1.349], [-2.254, -1.850, -0.855], [-0.641, -2.417, -1.355], [-1.568, -1.449, -2.437], [-1.262, 0.415, -0.834], [1.203, -0.960, -0.196], [1.322, 0.695, 1.610], [-0.289, 1.219, 1.294], [0.682, 1.547, -1.185], [2.218, 1.737, -0.288], [0.991, 4.109, -0.868], [0.387, -1.337, 2.231], [-0.052, -2.522, 1.052], [-1.258, -1.266, 1.621]], "spin_multiplicity": 1, "e_tot_ev": -17720.758, "gap_ev": 9.5, "e_above_lowest_kj_mol": 47.53, "smiles": "CN[C@H](C)CCS", "e_homo_ev": -8.447}

{"formula": "C5H13NS", "method": "ωB97M-V with the def2-TZVPD basis set", "species": ["C", "C", "C", "C", "C", "N", "S", "H", "H", "H", "H", "H", "H", "H", "H", "H", "H", "H", "H", "H"], "xyz": [[-0.367, -0.715, 1.699], [-0.505, -1.829, -0.888], [2.350, 0.249, 0.427], [1.582, 0.537, -0.856], [0.211, 0.935, -0.684], [-3.438, 1.062, -0.242], [-0.960, -0.446, 0.075], [-0.560, 0.047, 2.446], [-0.384, -1.816, 1.903], [-0.066, -1.634, -1.812], [-0.756, -2.822, -0.461], [2.407, 1.205, 1.011], [1.765, -0.355, 1.123], [3.199, -0.316, 0.158], [1.538, -0.392, -1.474], [2.151, 1.363, -1.258], [0.000, 1.730, 0.035], [-0.323, 1.094, -1.615], [-4.325, 0.561, -0.283], [-3.521, 1.544, 0.695]], "spin_multiplicity": 1, "e_tot_ev": -17712.772, "gap_ev": [4.7, 4.9], "e_above_lowest_kj_mol": 818.06, "e_homo_ev": [-6.324, -6.452]}

{"formula": "C5H13NS2", "method": "ωB97M-V with the def2-TZVPD basis set", "species": ["S", "S", "C", "C", "C", "N", "C", "C", "H", "H", "H", "H", "H", "H", "H", "H", "H", "H", "H", "H", "H"], "xyz": [[3.247, -2.600, -2.110], [2.765, -0.660, -1.744], [1.596, -0.593, -0.390], [0.316, 0.201, -0.597], [-0.586, -0.681, -1.579], [-0.431, 0.150, 0.671], [-1.497, 1.061, 0.855], [-1.519, 1.896, 2.246], [3.644, -3.341, -1.092], [1.970, -0.193, 0.552], [1.443, -1.641, -0.141], [0.405, 1.212, -1.014], [-0.308, -1.758, -1.701], [-0.461, -0.324, -2.641], [-1.591, -0.656, -1.139], [-0.572, -0.728, 1.185], [-2.444, 0.388, 0.906], [-1.577, 1.794, 0.027], [-1.040, 2.841, 2.080], [-2.493, 2.122, 2.580], [-0.868, 1.511, 3.046]], "spin_multiplicity": 1, "e_tot_ev": -28554.617, "gap_ev": 8.7, "e_above_lowest_kj_mol": 194.19, "smiles": "CCN[C@H](C)CSS", "e_homo_ev": -8.244}

{"formula": "C5H13NSi", "method": "ωB97M-V with the def2-TZVPD basis set", "species": ["C", "C", "C", "C", "C", "N", "Si", "H", "H", "H", "H", "H", "H", "H", "H", "H", "H", "H", "H", "H"], "xyz": [[-0.523, 2.849, -0.531], [0.389, 1.898, -0.463], [-0.565, 0.180, 2.140], [1.162, -2.482, -0.947], [-1.153, -0.355, 0.865], [1.250, -1.038, -0.804], [-0.071, 0.047, -0.698], [-0.166, 3.825, -0.372], [-1.529, 2.673, -0.663], [1.477, 2.162, -0.235], [-0.695, 1.271, 2.048], [-1.289, 0.143, 2.949], [0.460, -0.185, 2.322], [0.162, -2.861, -1.297], [1.909, -2.843, -1.676], [1.366, -2.956, 0.075], [-2.122, 0.033, 0.681], [-1.187, -1.364, 0.993], [1.764, -0.633, -1.534], [-0.640, -0.363, -2.852]], "spin_multiplicity": 1, "e_tot_ev": -14760.338, "gap_ev": 8.9, "e_above_lowest_kj_mol": 359.13, "e_homo_ev": -8.317}